{
  "formula": "C27H108O27",
  "method": "ωB97M-V with the def2-TZVPD basis set",
  "de_lowest_ev": 9.547,
  "homo_energy_ev": -8.997,
  "elements": ["C", "O", "H", "H", "H", "H", "C", "O", "H", "H", "H", "H", "C", "O", "H", "H", "H", "H", "C", "O", "H", "H", "H", "H", "C", "O", "H", "H", "H", "H", "C", "O", "H", "H", "H", "H", "C", "O", "H", "H", "H", "H", "C", "O", "H", "H", "H", "H", "C", "O", "H", "H", "H", "H", "C", "O", "H", "H", "H", "H", "C", "O", "H", "H", "H", "H", "C", "O", "H", "H", "H", "H", "C", "O", "H", "H", "H", "H", "C", "O", "H", "H", "H", "H", "C", "O", "H", "H", "H", "H", "C", "O", "H", "H", "H", "H", "C", "O", "H", "H", "H", "H", "C", "O", "H", "H", "H", "H", "C", "O", "H", "H", "H", "H", "C", "O", "H", "H", "H", "H", "C", "O", "H", "H", "H", "H", "C", "O", "H", "H", "H", "H", "C", "O", "H", "H", "H", "H", "C", "O", "H", "H", "H", "H", "C", "O", "H", "H", "H", "H", "C", "O", "H", "H", "H", "H", "C", "O", "H", "H", "H", "H"],
  "coordinates": [[18.415, 17.496, 4.438], [17.006, 17.633, 4.652], [18.913, 17.417, 5.405], [18.742, 16.680, 3.793], [18.745, 18.490, 4.138], [16.636, 18.225, 3.993], [23.371, 16.058, 11.323], [24.063, 15.390, 10.217], [24.028, 16.756, 11.841], [22.478, 16.566, 10.960], [22.962, 15.348, 12.043], [23.480, 14.748, 9.807], [23.420, 22.090, 5.639], [24.117, 21.090, 4.989], [22.342, 21.930, 5.672], [23.739, 22.218, 6.673], [23.605, 23.036, 5.129], [24.337, 20.376, 5.591], [23.186, 11.436, 0.511], [24.125, 11.972, -0.390], [22.449, 12.145, 0.887], [22.552, 10.689, 0.034], [23.658, 10.894, 1.331], [24.849, 12.390, 0.082], [19.696, 14.484, 2.219], [18.975, 15.197, 1.270], [20.630, 15.006, 2.429], [19.154, 14.423, 3.162], [19.950, 13.476, 1.889], [19.268, 16.111, 1.276], [18.925, 11.794, 9.460], [19.680, 12.962, 9.519], [18.603, 11.724, 8.421], [19.454, 10.888, 9.755], [18.093, 11.805, 10.164], [19.291, 13.699, 9.043], [20.310, 19.738, 7.310], [19.899, 20.254, 8.543], [19.972, 20.302, 6.440], [21.397, 19.676, 7.278], [19.889, 18.739, 7.191], [19.271, 20.942, 8.313], [15.846, 16.858, 7.710], [17.150, 17.110, 7.285], [15.748, 15.818, 8.020], [15.586, 17.486, 8.562], [15.078, 17.015, 6.953], [17.112, 17.383, 6.365], [21.995, 19.046, 3.459], [20.726, 19.364, 3.065], [22.764, 19.600, 2.920], [22.012, 19.307, 4.518], [22.131, 17.967, 3.384], [20.608, 20.307, 3.204], [23.808, 18.325, 7.456], [24.878, 19.116, 6.890], [22.905, 18.332, 6.846], [24.092, 17.273, 7.493], [23.516, 18.648, 8.454], [25.720, 18.809, 7.234], [18.815, 18.317, 0.533], [19.913, 17.675, 1.140], [18.032, 17.633, 0.209], [18.340, 18.981, 1.255], [19.113, 18.972, -0.286], [20.320, 18.218, 1.819], [26.514, 14.212, 0.894], [25.802, 13.270, 1.511], [26.339, 15.169, 1.384], [27.575, 13.969, 0.941], [26.207, 14.255, -0.151], [26.376, 12.747, 2.075], [19.848, 10.080, 1.705], [20.868, 9.097, 1.892], [19.112, 10.049, 2.509], [20.261, 11.081, 1.584], [19.378, 9.904, 0.737], [21.390, 9.403, 2.638], [21.652, 15.346, 5.765], [21.966, 14.460, 4.707], [22.074, 16.268, 5.366], [20.591, 15.514, 5.950], [22.199, 15.055, 6.662], [22.914, 14.310, 4.679], [26.860, 11.573, 4.536], [26.705, 11.274, 3.175], [27.789, 11.125, 4.889], [26.832, 12.660, 4.619], [26.019, 11.087, 5.032], [26.553, 10.328, 3.120], [27.386, 16.956, 8.385], [27.075, 18.331, 8.190], [26.618, 16.203, 8.209], [28.174, 16.632, 7.706], [27.705, 16.824, 9.419], [27.862, 18.849, 8.374], [19.045, 12.110, 5.380], [20.358, 12.207, 4.865], [18.700, 11.079, 5.457], [18.931, 12.621, 6.336], [18.337, 12.599, 4.711], [20.771, 13.044, 5.089], [25.453, 15.503, 4.878], [24.755, 14.298, 4.983], [26.492, 15.306, 5.144], [25.422, 15.958, 3.888], [25.103, 16.146, 5.686], [24.929, 13.939, 5.856], [15.267, 14.879, 3.786], [14.598, 13.667, 4.020], [14.733, 15.614, 3.184], [15.394, 15.382, 4.745], [16.316, 14.702, 3.546], [14.151, 13.371, 3.223], [22.870, 12.194, 10.620], [22.341, 13.199, 9.812], [22.464, 12.221, 11.631], [22.601, 11.238, 10.172], [23.941, 12.356, 10.742], [21.384, 13.264, 9.847], [25.968, 19.374, 2.609], [26.750, 18.293, 2.032], [25.712, 20.033, 1.780], [25.104, 18.984, 3.146], [26.627, 19.982, 3.229], [27.561, 18.666, 1.677], [25.724, 12.867, 8.415], [26.184, 13.384, 7.211], [24.692, 12.522, 8.349], [26.363, 12.017, 8.657], [25.784, 13.640, 9.181], [27.124, 13.511, 7.357], [23.883, 16.581, 1.042], [24.654, 17.610, 0.435], [24.044, 16.450, 2.112], [22.837, 16.882, 0.985], [23.961, 15.635, 0.506], [25.432, 17.700, 0.992], [23.261, 10.606, 4.315], [21.975, 10.060, 4.177], [23.326, 11.567, 3.804], [23.599, 10.724, 5.345], [23.880, 9.957, 3.696], [21.386, 10.756, 4.480], [19.920, 16.263, 9.327], [18.953, 15.384, 8.666], [20.490, 16.810, 8.575], [19.447, 17.019, 9.953], [20.495, 15.581, 9.953], [18.176, 15.885, 8.409], [20.968, 9.899, 7.566], [22.024, 9.178, 6.935], [21.010, 9.752, 8.645], [20.989, 10.955, 7.297], [19.974, 9.527, 7.319], [21.863, 9.364, 6.007], [15.850, 12.834, 7.266], [15.992, 12.159, 6.061], [16.440, 13.746, 7.182], [14.810, 13.141, 7.377], [16.239, 12.253, 8.102], [15.487, 12.625, 5.390]],
  "lowdin_charge": [-0.0908, -0.1254, 0.0635, 0.0809, 0.0747, 0.0997, -0.1186, -0.1588, 0.0761, 0.0550, 0.0707, 0.0123, -0.1848, -0.1264, 0.0596, 0.0827, 0.0790, 0.0263, -0.1672, -0.1148, 0.0680, 0.0745, 0.0660, 0.0232, -0.1740, -0.1254, 0.0722, 0.0518, 0.0705, -0.0055, -0.1392, -0.1349, 0.0666, 0.0746, 0.0835, 0.0339, -0.1763, -0.0934, 0.0809, 0.0526, 0.0581, 0.0780, -0.1538, -0.1341, 0.0643, 0.0821, 0.0849, 0.0152, -0.1430, -0.1296, 0.0908, 0.0722, 0.0860, 0.1120, -0.1158, -0.1365, 0.0468, 0.0628, 0.0870, 0.0200, -0.1304, -0.1366, 0.0889, 0.0722, 0.0825, 0.0291, -0.1980, -0.1154, 0.0656, 0.0933, 0.0943, 0.0493, -0.1540, -0.1332, 0.0741, 0.0507, 0.0768, 0.0111, -0.1183, -0.1443, 0.0653, 0.0773, 0.0856, 0.0406, -0.1342, -0.1277, 0.0848, 0.0716, 0.0745, 0.0946, -0.1213, -0.1147, 0.0685, 0.0800, 0.0864, 0.1023, -0.1349, -0.1318, 0.0889, 0.0687, 0.0644, 0.0421, -0.1207, -0.1364, 0.0758, 0.0743, 0.0687, 0.0497, -0.1455, -0.1148, 0.0893, 0.0591, 0.0802, 0.0950, -0.1475, -0.1540, 0.0839, 0.0781, 0.0769, 0.0301, -0.1049, -0.1496, 0.0879, 0.0709, 0.0809, 0.0892, -0.1397, -0.1313, 0.0829, 0.0921, 0.0733, 0.0962, -0.1524, -0.1201, 0.0619, 0.0644, 0.0768, -0.0024, -0.1329, -0.1402, 0.0865, 0.0801, 0.0858, 0.0423, -0.0741, -0.1501, 0.0665, 0.0894, 0.0677, 0.0369, -0.1680, -0.1086, 0.0616, 0.0730, 0.0794, 0.0228, -0.1675, -0.1189, 0.0596, 0.0852, 0.0726, 0.0326]
}

***

{
  "formula": "C19H32MoNP",
  "method": "ωB97M-V with the def2-TZVPD basis set",
  "spin_multiplicity": 3,
  "charge": 2,
  "homo_energy_ev": [-14.422, -14.185],
  "elements": ["C", "C", "C", "C", "C", "C", "C", "C", "N", "Mo", "C", "P", "H", "H", "H", "H", "H", "H", "H", "H", "C", "C", "H", "C", "C", "H", "H", "H", "H", "H", "H", "H", "H", "H", "H", "H", "H", "H", "H", "C", "C", "C", "C", "C", "C", "H", "H", "H", "H", "H", "H", "H", "H", "H"],
  "coordinates": [[0.439, 3.356, -3.057], [-0.836, 2.907, -2.739], [-1.005, 1.773, -1.938], [0.111, 1.096, -1.410], [1.399, 1.566, -1.753], [1.553, 2.694, -2.557], [-2.402, 1.290, -1.704], [-2.484, -0.119, -1.132], [-2.013, -1.197, -2.103], [-0.081, -0.626, -0.177], [2.621, 0.891, -1.217], [2.262, -0.836, -0.689], [-1.715, 3.426, -3.128], [2.563, 3.038, -2.786], [0.568, 4.218, -3.705], [3.021, 1.392, -0.319], [3.432, 0.825, -1.959], [-2.913, 1.964, -0.992], [-3.007, 1.350, -2.626], [-1.949, -0.240, -0.138], [3.728, -1.353, 0.234], [2.250, -1.812, -2.228], [-3.535, -0.338, -0.914], [-1.728, -0.824, -3.528], [-2.884, -2.412, -2.005], [1.460, -0.458, 0.832], [-2.424, -1.362, -4.181], [-1.809, 0.244, -3.704], [-0.703, -1.139, -3.753], [-3.476, -2.501, -2.926], [-2.242, -3.290, -1.872], [-3.553, -2.322, -1.143], [3.288, -2.021, -2.528], [1.721, -2.761, -2.065], [1.749, -1.264, -3.040], [4.622, -1.330, -0.408], [3.863, -0.667, 1.085], [3.556, -2.368, 0.616], [-1.073, -1.531, -1.771], [1.115, -0.643, 4.880], [-0.171, 0.051, 4.429], [-1.373, -0.652, 5.048], [-0.139, 1.520, 4.848], [-0.285, -0.045, 2.975], [-0.429, -0.204, 1.755], [1.203, -0.597, 5.971], [1.994, -0.157, 4.443], [1.108, -1.695, 4.577], [-1.316, -0.600, 6.140], [-2.309, -0.185, 4.729], [-1.392, -1.706, 4.755], [0.729, 2.024, 4.414], [-1.046, 2.037, 4.525], [-0.067, 1.597, 5.939]],
  "nbo_charge": [-0.1376, -0.2036, -0.0587, -0.2823, -0.0333, -0.1902, -0.4635, -0.1625, -0.3570, 0.4769, -0.7298, 1.1897, 0.2363, 0.2385, 0.2486, 0.2726, 0.2704, 0.2832, 0.2478, 0.1955, -0.9469, -0.9709, 0.2734, -0.4196, -0.4172, 0.1480, 0.2483, 0.2609, 0.2361, 0.2539, 0.2448, 0.2453, 0.2782, 0.2525, 0.2538, 0.2779, 0.2725, 0.2731, 0.3860, -0.5847, -0.2153, -0.5829, -0.5835, 0.3197, -0.5405, 0.2360, 0.2092, 0.2133, 0.2322, 0.2191, 0.2147, 0.2155, 0.2210, 0.2349]
}

***

{
  "formula": "C24H34BaN9O4Te",
  "method": "ωB97M-V with the def2-TZVPD basis set",
  "charge": -1,
  "de_lowest_ev": 4.265,
  "homo_energy_ev": -3.038,
  "elements": ["Ba", "N", "C", "C", "O", "N", "C", "C", "O", "O", "H", "H", "H", "H", "H", "H", "O", "C", "N", "C", "C", "C", "C", "C", "C", "N", "C", "C", "C", "C", "C", "N", "H", "H", "H", "H", "H", "H", "H", "H", "H", "H", "C", "N", "C", "N", "C", "N", "C", "N", "C", "C", "H", "H", "H", "H", "H", "H", "H", "H", "H", "H", "H", "H", "C", "Te", "C", "H", "H", "H", "H", "H", "H"],
  "coordinates": [[-0.346, 1.014, -0.355], [2.189, 1.542, -4.163], [2.910, 1.036, -2.996], [1.944, 0.351, -2.027], [0.834, -0.015, -2.539], [2.081, 0.100, -0.734], [3.357, 2.077, 0.140], [2.086, 2.941, 0.305], [1.992, 3.626, 1.320], [1.272, 2.919, -0.683], [1.311, 1.032, -4.203], [2.703, 1.332, -5.008], [3.437, 1.844, -2.498], [3.656, 0.288, -3.283], [3.869, 2.402, -0.763], [4.019, 2.231, 0.987], [1.974, -0.946, 3.223], [1.862, -0.245, 2.195], [0.712, 0.379, 1.853], [-0.267, 0.262, 2.933], [-1.182, 1.458, 2.965], [-1.147, 2.362, 4.024], [-1.995, 3.453, 4.024], [-2.869, 3.629, 2.962], [-2.832, 2.698, 1.940], [-2.020, 1.642, 1.931], [3.125, -0.052, 1.412], [4.298, -0.115, 2.126], [5.573, 0.027, 1.582], [5.608, -0.067, 0.184], [4.479, 0.010, -0.559], [3.226, 0.556, 0.037], [0.245, 0.191, 3.894], [-0.891, -0.647, 2.860], [-0.439, 2.202, 4.825], [-1.967, 4.166, 4.838], [-3.547, 4.469, 2.914], [-3.485, 2.808, 1.078], [4.164, -0.352, 3.173], [6.465, -0.054, 2.185], [6.526, -0.311, -0.342], [4.409, -0.200, -1.606], [-2.420, -2.266, 0.455], [-1.301, -1.802, -0.372], [-0.056, -2.427, 0.146], [-0.144, -3.888, 0.122], [-1.285, -4.292, 0.938], [-2.551, -3.725, 0.448], [-2.726, -4.156, -0.941], [-1.618, -3.748, -1.807], [-1.508, -2.288, -1.746], [-0.380, -4.314, -1.254], [-3.348, -1.826, 0.076], [-2.266, -1.924, 1.481], [0.119, -2.085, 1.168], [0.784, -2.091, -0.464], [-1.120, -3.959, 1.964], [-1.365, -5.382, 0.928], [-3.654, -3.728, -1.330], [-2.808, -5.246, -0.963], [-2.435, -1.855, -2.136], [-0.673, -1.948, -2.361], [0.460, -3.993, -1.873], [-0.449, -5.404, -1.286], [-5.075, 1.188, -1.829], [-3.208, 1.208, -2.860], [-3.065, 3.334, -2.916], [-5.841, 1.669, -2.431], [-4.978, 1.688, -0.868], [-5.349, 0.148, -1.662], [-3.208, 3.736, -1.916], [-3.803, 3.744, -3.599], [-2.064, 3.589, -3.259]],
  "lowdin_charge": [1.8193, 0.0050, -0.1959, -0.5810, -0.2363, -0.0278, -0.0095, -0.7126, 0.0036, -0.2978, 0.0451, 0.0540, 0.0897, 0.1055, 0.1088, 0.1251, -0.0506, -0.5366, -0.1826, -0.2296, -0.2688, -0.0026, -0.0625, -0.0750, -0.1611, -0.0023, -0.1072, -0.0888, -0.1576, -0.1518, -0.0809, -0.1580, 0.1054, 0.1026, 0.1179, 0.1047, 0.0966, 0.0934, 0.1085, 0.0664, 0.0956, 0.0693, -0.1801, -0.1643, -0.1701, -0.0788, -0.1721, -0.0877, -0.1875, -0.0865, -0.1997, -0.1716, 0.1216, 0.1152, 0.1135, 0.1142, 0.1291, 0.1202, 0.1194, 0.1191, 0.0897, 0.1109, 0.1300, 0.1202, -0.4661, 1.1073, -0.4571, -0.0036, -0.0121, -0.0096, -0.0018, -0.0045, 0.0032]
}

***

{
  "formula": "C28H46FNO12",
  "method": "ωB97M-V with the def2-TZVPD basis set",
  "homo_energy_ev": -9.744,
  "elements": ["C", "C", "C", "O", "C", "C", "O", "C", "N", "O", "C", "O", "C", "C", "C", "C", "C", "C", "O", "C", "C", "O", "C", "C", "O", "F", "C", "O", "C", "C", "H", "H", "H", "H", "H", "H", "H", "H", "H", "H", "H", "H", "H", "H", "H", "H", "H", "H", "H", "H", "H", "H", "H", "H", "H", "H", "H", "H", "H", "H", "O", "C", "O", "C", "C", "C", "H", "H", "H", "H", "H", "H", "H", "H", "O", "C", "O", "C", "C", "C", "H", "H", "H", "H", "H", "H", "H", "H"],
  "coordinates": [[-2.115, -0.419, -1.220], [-2.399, -0.771, -2.677], [-2.407, -2.264, -2.994], [-1.431, -3.015, -2.277], [-0.634, -3.836, -3.081], [0.653, -4.285, -2.387], [1.682, -4.174, -3.486], [2.419, -5.209, -3.712], [3.127, -6.104, -3.888], [0.603, -5.605, -1.986], [1.106, -5.804, -0.723], [1.361, -6.893, -0.326], [1.179, -4.466, 0.022], [2.407, -4.496, 0.933], [2.612, -3.318, 1.889], [3.224, -2.070, 1.241], [4.249, -1.341, 2.106], [4.727, -0.085, 1.387], [5.683, -0.491, 0.384], [5.558, 0.075, -0.831], [6.286, -0.700, -1.891], [4.924, 1.083, -1.041], [-0.097, -4.466, 0.913], [-1.434, -4.354, 0.239], [-1.977, -5.188, -0.407], [-2.055, -3.207, 0.549], [1.270, -3.508, -1.179], [0.881, -2.199, -0.922], [1.642, -1.190, -1.572], [1.308, -0.970, -3.047], [-2.969, -0.622, -0.574], [-1.263, -0.964, -0.824], [-1.906, 0.645, -1.126], [-3.383, -0.368, -2.929], [-1.683, -0.239, -3.307], [-2.280, -2.402, -4.071], [-3.389, -2.665, -2.725], [-1.169, -4.766, -3.321], [-0.372, -3.367, -4.030], [3.310, -4.603, 0.327], [2.334, -5.409, 1.526], [3.291, -3.663, 2.674], [1.693, -3.029, 2.398], [2.422, -1.365, 1.013], [3.703, -2.330, 0.295], [5.110, -1.993, 2.263], [3.814, -1.031, 3.058], [3.890, 0.418, 0.910], [5.225, 0.600, 2.072], [6.402, -0.062, -2.763], [5.725, -1.593, -2.160], [7.273, -0.988, -1.533], [-0.042, -3.710, 1.690], [-0.110, -5.438, 1.409], [2.342, -3.506, -1.424], [2.714, -1.384, -1.470], [1.434, -0.274, -1.018], [0.288, -1.266, -3.271], [2.014, -1.483, -3.697], [1.388, 0.097, -3.262], [-3.902, 2.211, 0.010], [-3.563, 2.490, 1.128], [-2.458, 1.888, 1.625], [-1.866, 2.273, 2.868], [-2.501, 1.564, 4.045], [-4.351, 3.425, 2.010], [-1.885, 3.357, 2.986], [-0.821, 1.980, 2.776], [-3.552, 1.832, 4.155], [-1.984, 1.825, 4.969], [-2.446, 0.484, 3.906], [-5.121, 2.852, 2.526], [-4.830, 4.165, 1.377], [-3.755, 3.963, 2.740], [-3.604, 6.344, 3.448], [-3.532, 7.161, 2.570], [-3.802, 6.767, 1.311], [-3.912, 7.676, 0.210], [-2.567, 7.969, -0.421], [-3.080, 8.578, 2.828], [-4.432, 8.585, 0.514], [-4.556, 7.166, -0.503], [-1.896, 8.471, 0.276], [-2.691, 8.606, -1.296], [-2.089, 7.040, -0.731], [-1.992, 8.608, 2.777], [-3.387, 8.851, 3.834], [-3.488, 9.311, 2.137]],
  "lowdin_charge": [-0.0935, -0.2131, -0.1898, -0.1465, -0.0990, -0.2737, 0.0465, -0.3408, 0.1781, 0.1208, -0.3857, 0.1968, -0.2417, -0.1110, -0.1618, -0.2014, -0.1637, -0.1607, -0.0104, -0.5424, 0.0235, 0.0924, 0.0165, -0.4442, 0.1857, 0.1220, -0.1632, -0.0767, -0.2215, -0.0306, 0.0775, 0.0490, 0.0656, 0.1124, 0.0932, 0.1205, 0.1297, 0.1553, 0.1334, 0.1374, 0.1285, 0.1159, 0.1066, 0.1085, 0.1062, 0.1223, 0.1228, 0.1167, 0.1285, 0.0880, 0.0869, 0.0890, 0.1202, 0.1511, 0.1646, 0.1040, 0.1255, 0.0563, 0.0760, 0.0864, 0.0984, -0.5160, -0.0096, -0.2357, -0.0622, 0.0141, 0.1118, 0.1202, 0.0694, 0.0806, 0.0810, 0.0988, 0.0840, 0.0493, 0.1003, -0.5208, -0.0098, -0.2299, -0.0611, 0.0161, 0.1119, 0.1248, 0.0685, 0.0827, 0.0849, 0.0967, 0.0915, 0.0713]
}

***

| no. | total energy (eV) |
| --- | --- |
| 1 | -85021.8390 |
| 2 | -32835.7408 |
| 3 | -55028.3445 |
| 4 | -58558.7432 |